# 1
14
Properties=species:S:1:pos:R:3:forces:R:3 method="wB97M-V/def2-TZVPD" lumo_energy_ha="0.023 / -0.112" homo_ev="-4.296 / -9.139" multiplicity=3 gap_ev="4.9 / 6.1" s_squared=2.01 de_lowest_kcal_mol=45.74 e_tot_ha=-986.60227
C 1.100 -0.212 -0.791 3.42 2.64 0.19
C -0.203 -0.028 -0.115 0.67 -0.88 -2.29
N -2.093 -0.886 0.782 1.84 -4.60 3.63
N -1.028 -1.225 -0.058 -0.33 1.88 0.19
S 1.546 1.510 -1.513 -0.16 -1.02 -1.35
S 0.184 0.782 1.487 -1.55 -1.36 3.78
H 2.117 -0.319 -0.276 -1.76 -0.60 0.37
H 1.102 -0.923 -1.556 -0.16 -0.90 -1.39
H -0.646 0.753 -0.798 -0.58 -0.67 0.87
H -1.739 -0.690 1.751 -0.63 -0.08 -1.22
H -2.642 -0.188 0.494 -2.34 3.20 -1.95
H -0.669 -2.166 0.127 0.19 0.97 0.20
H 1.961 1.998 -0.333 0.21 0.07 0.14
H 1.009 1.593 0.801 1.18 1.34 -1.15



# 2
13
Properties=species:S:1:pos:R:3:forces:R:3 method="wB97M-V/def2-TZVPD" lumo_energy_ha=-0.144 homo_ev=-13.869 multiplicity=1 gap_ev=10.0 de_lowest_kcal_mol=72.17 total_charge=+1 e_tot_ha=-244.95258
C -3.258 -0.143 0.074 6.98 2.89 -2.01
C -0.582 -0.005 -0.366 -6.22 -1.35 -1.88
N -1.929 -0.177 -0.089 -1.96 -1.17 0.29
N 0.249 0.278 0.522 4.11 0.89 1.13
N 2.741 -0.131 -0.050 -1.65 0.51 -3.21
H -3.961 -0.774 0.505 -0.40 -2.05 0.75
H -3.588 0.802 -0.281 -1.15 0.78 -0.07
H -0.329 -0.197 -1.482 -0.15 0.19 2.18
H 1.391 0.118 0.244 -0.89 0.04 0.27
H 0.149 0.550 1.495 -1.05 -0.32 -0.37
H 3.299 -0.133 0.733 1.79 -0.62 1.97
H 2.959 0.708 -0.577 0.25 0.16 0.02
H 2.858 -0.894 -0.727 0.35 0.05 0.92



# 3
13
Properties=species:S:1:pos:R:3:forces:R:3 method="wB97M-V/def2-TZVPD" lumo_energy_ha=-0.165 homo_ev=-14.113 multiplicity=1 gap_ev=9.6 de_lowest_kcal_mol=123.08 total_charge=+1 e_tot_ha=-244.87146
C 1.003 -1.484 -0.189 -1.08 -2.00 -2.00
C 0.264 -0.565 0.722 2.03 -0.06 0.47
N 1.282 -0.117 0.098 -2.45 -0.85 -0.13
N 1.906 0.916 -0.389 0.67 3.37 1.71
N -1.717 0.645 -0.585 -1.39 2.04 3.22
H 1.782 -2.114 0.192 0.12 -0.66 0.21
H 0.497 -1.907 -1.163 0.95 1.47 1.77
H -0.067 -0.494 1.741 -0.86 0.37 -0.12
H 2.705 0.691 -0.937 0.65 -0.30 -0.36
H 2.091 1.642 0.376 -0.23 -1.20 -1.64
H -1.418 1.637 -0.563 0.21 -0.90 -0.54
H -2.726 0.786 -0.309 1.29 -0.76 -0.22
H -1.742 0.300 -1.488 0.08 -0.52 -2.38



# 4
13
Properties=species:S:1:pos:R:3:forces:R:3 method="wB97M-V/def2-TZVPD" lumo_energy_ha="-0.175 / -0.187" homo_ev="-14.883 / -14.106" multiplicity=1 gap_ev="10.1 / 9.0" de_lowest_kcal_mol=136.46 total_charge=+1 e_tot_ha=-244.85013
C -2.523 -0.231 0.414 -0.13 -2.71 0.95
C 1.210 -0.387 -0.414 -1.28 1.80 -2.56
N -1.508 0.360 0.049 0.44 0.09 -0.16
N 0.245 -1.083 0.374 -0.59 0.41 -0.95
N 1.155 1.036 0.136 2.21 1.57 -3.20
H -3.555 0.042 0.179 0.13 0.51 0.02
H -2.430 -1.259 0.967 -0.15 1.69 -0.77
H 2.135 -0.776 -0.172 2.21 -0.86 0.26
H 1.127 -0.294 -1.606 -0.21 -0.47 2.69
H -0.205 -1.637 -0.341 -0.60 -0.95 0.22
H 1.298 1.816 -0.677 -1.49 -2.24 2.43
H 1.978 1.229 0.684 0.14 -0.13 0.94
H 0.294 0.956 0.667 -0.69 1.28 0.13



> Which value of multiplicity does entry 4 give?

1